(1)
Molecular formula: C46H45FN3O4RbS3
Method: DFT, ωB97M-V with the def2-TZVPD basis set

The max |F| is 0.0543 Eh/bohr. For the lowest unoccupied orbital energy, the calculation gives 0.1293 Ha. The energy above the lowest of the compared OMol25 structures with the same formula, charge and spin comes out at 37.29 kcal/mol. As for the total charge: -2. The HOMO-LUMO gap is 4.269 eV.

Structure (XYZ):
```
103
Properties=species:S:1:pos:R:3:lowdin_charge:R:1
Rb -0.4289 1.0738 1.6745 0.8851
C 1.3225 3.0026 -2.4338 -0.0483
C 2.3077 2.7997 -1.2706 -0.2409
C 2.0251 4.0529 -0.4633 -0.0435
C 1.0046 4.7783 -1.0154 -0.1058
C 0.5735 4.1162 -2.2434 -0.1155
H 1.2458 2.3005 -3.2801 0.1088
H 1.8120 1.9981 -0.6940 0.1527
H 2.5472 4.3251 0.4629 0.1161
H 0.5723 5.6974 -0.6106 0.0795
H -0.2611 4.4445 -2.8659 0.0843
C -5.1704 -2.4016 -5.2420 -0.0725
C -4.0901 -2.0084 -4.3164 -0.3011
C -4.2811 -0.9653 -3.4175 -0.0373
C -3.2567 -0.5598 -2.5807 -0.0498
C -2.0216 -1.2078 -2.6939 -0.3772
C -1.8287 -2.2812 -3.5635 -0.0517
C -2.8781 -2.6897 -4.3696 -0.0369
S -0.7084 -0.8548 -1.6145 1.0183
O 0.5177 -1.1493 -2.4500 -0.4501
C -1.0585 -2.0676 -0.3145 -0.2756
C -2.2682 -1.9188 0.4080 -0.0646
C -2.6110 -2.7353 1.4389 -0.0068
C -1.7930 -3.8478 1.7506 -0.1577
C -2.1464 -4.7695 2.7441 -0.0485
C -1.3126 -5.8099 3.1201 -0.0898
C -0.0811 -5.9733 2.4420 -0.0867
C 0.2825 -5.0983 1.4367 -0.0107
C -0.5464 -4.0077 1.0482 -0.0845
C -0.1485 -3.0721 0.0307 -0.1146
C 1.1206 -3.3422 -0.7154 -0.1402
C 1.1629 -4.4534 -1.6140 -0.1097
C 0.0059 -5.1776 -1.9958 -0.0251
C 0.0769 -6.1928 -2.9303 -0.0942
C 1.3180 -6.5566 -3.4952 -0.1054
C 2.4473 -5.8577 -3.1490 -0.0622
C 2.3990 -4.8012 -2.2399 -0.1751
C 3.5979 -4.1350 -1.9259 -0.0217
C 3.5621 -3.1402 -0.9867 -0.0671
C 2.3287 -2.7163 -0.4410 -0.2970
S 2.4435 -1.2507 0.5781 1.0195
O 1.1439 -0.5500 0.3272 -0.7485
C 3.5603 -0.1961 -0.3657 -0.4291
C 3.3753 -0.0320 -1.7500 -0.1488
C 3.6486 1.1444 -2.3581 -0.0858
C 3.7871 2.4007 -1.5752 -0.4892
C 4.5176 3.5364 -2.2974 -0.0455
C 4.3746 2.0804 -0.2427 -0.0758
C 4.1384 0.8747 0.3525 -0.1413
H -6.0413 -1.7551 -5.1264 0.0720
H -5.4780 -3.4277 -5.0594 0.0775
H -4.8478 -2.3551 -6.2881 0.0825
H -5.2602 -0.4823 -3.3814 0.1138
H -3.3979 0.2752 -1.8854 0.0948
H -0.8548 -2.7909 -3.5695 0.1143
H -2.7732 -3.5465 -5.0352 0.1147
H -2.9510 -1.1009 0.1500 0.1082
H -3.5180 -2.5802 2.0272 0.1262
H -3.0746 -4.5704 3.2839 0.1103
H -1.6121 -6.4789 3.9272 0.0939
H 0.6271 -6.7665 2.7585 0.1056
H 1.2692 -5.2127 0.9468 0.1278
H -0.9659 -4.9255 -1.5638 0.1217
H -0.8449 -6.7083 -3.2274 0.0977
H 1.3653 -7.3807 -4.2335 0.0993
H 3.4358 -6.0896 -3.5900 0.1147
H 4.5183 -4.4412 -2.4434 0.1163
H 4.4809 -2.6590 -0.6376 0.1178
H 2.9997 -0.8786 -2.3306 0.0947
H 3.6381 1.2012 -3.4457 0.0951
H 3.9341 3.8503 -3.1759 0.0755
H 5.5182 3.2460 -2.6558 0.0762
H 4.5946 4.4061 -1.6238 0.0767
H 4.8948 2.8592 0.3152 0.0987
H 4.3336 0.7104 1.4223 0.1021
F -2.9592 1.0427 2.5331 -0.7837
O -3.0058 1.7679 -0.1814 -0.1157
H -3.1934 1.6885 0.7547 -0.0371
H -2.4410 0.9772 -0.3030 -0.0486
S 3.2031 0.9823 4.7921 0.3552
C 4.7641 1.4114 4.7104 -1.1289
N 5.9008 1.7089 4.6055 -0.0622
C -0.1300 2.8364 5.0066 -0.0384
N -0.9110 3.9896 4.5749 -0.0825
C -1.3522 4.9038 5.6165 -0.1590
C -2.6206 5.6318 5.1634 -0.1611
C -2.4012 6.2250 3.7910 -0.1755
N -1.9020 5.2263 2.8580 -0.0869
C -2.1227 5.4377 1.4328 -0.0297
C -0.9795 4.2800 3.2413 -0.4649
O -0.3105 3.6494 2.3914 -0.1172
H -0.1285 2.8107 6.0984 0.0847
H 0.8898 2.8386 4.6155 0.0475
H -0.6130 1.9089 4.6660 0.0833
H -0.5637 5.6474 5.8476 0.1276
H -1.5273 4.3083 6.5207 0.1153
H -2.8428 6.4411 5.8360 0.0970
H -3.4879 4.9468 5.1787 0.1280
H -1.6973 7.0684 3.8246 0.1235
H -3.3525 6.6041 3.3949 0.1156
H -3.1264 5.8435 1.2738 0.0829
H -2.0212 4.4882 0.8858 0.0921
H -1.3871 6.1307 1.0204 0.0783
```


(2)
Molecular formula: C46H45FNP2RuS
Method: DFT, ωB97M-V with the def2-TZVPD basis set

The max |F| is 0.0362 Eh/bohr. For the lowest unoccupied orbital energy (alpha / beta), the calculation gives 0.0185 / -0.0408 Ha. Its expectation value of S² is 8.7786. Its spin multiplicity is 6. The energy above the lowest of the compared OMol25 structures with the same formula, charge and spin comes out at 41.12 kcal/mol. The HOMO-LUMO gap (alpha / beta) is 6.966 / 5.843 eV.

Structure (XYZ):
```
97
Properties=species:S:1:pos:R:3:lowdin_spin:R:1
Ru 0.0867 -0.1559 -0.0436 3.2857
C 2.8738 0.3006 0.9107 0.1493
C 2.0900 -0.6697 1.6170 0.2176
C 0.9367 -0.0091 2.1386 0.0509
C 1.0361 1.3759 1.7758 0.1476
C 2.2286 1.5444 1.0044 0.1450
C 2.7439 2.8513 0.4952 0.0140
C 0.2954 2.4729 2.4632 0.0173
C 0.0599 -0.5340 3.2465 0.0066
C 2.5518 -2.0372 2.0088 0.0270
C 4.1858 0.0070 0.2670 0.0184
H 1.9444 3.4540 0.0657 0.0023
H 3.5075 2.6973 -0.2636 0.0002
H 3.1962 3.4195 1.3111 0.0061
H -0.7761 2.2667 2.5068 0.0039
H 0.4668 3.4256 1.9690 0.0001
H 0.6585 2.5546 3.4922 0.0067
H -0.9899 -0.2742 3.0890 0.0015
H 0.3813 -0.0995 4.1979 0.0005
H 0.1407 -1.6172 3.3199 -0.0002
H 1.7956 -2.7966 1.8070 0.0065
H 2.7720 -2.0676 3.0797 0.0102
H 3.4575 -2.3119 1.4769 -0.0003
H 4.0856 -0.8174 -0.4414 0.0053
H 4.9160 -0.2849 1.0223 0.0065
H 4.5693 0.8769 -0.2629 -0.0004
N -1.2267 2.1408 -1.9036 0.0091
P 0.0763 1.0640 -2.1876 0.1066
C 1.3741 2.1767 -2.8410 0.0176
C 1.1089 3.3701 -3.4970 0.0039
C 2.1466 4.0861 -4.0642 0.0009
C 3.4422 3.5978 -4.0070 0.0005
C 3.7038 2.3961 -3.3683 -0.0001
C 2.6736 1.6914 -2.7741 0.0022
C -0.3074 0.4150 -3.8581 0.0158
C -1.2937 0.9342 -4.6876 0.0043
C -1.4215 0.4681 -5.9837 0.0004
C -0.5648 -0.5059 -6.4685 0.0023
C 0.4146 -1.0310 -5.6409 -0.0002
C 0.5470 -0.5684 -4.3479 0.0038
P -1.7807 2.0784 -0.2656 0.0825
C -3.5480 2.4518 -0.6070 0.0220
C -3.8572 3.4118 -1.5694 0.0045
C -5.1620 3.8285 -1.7401 0.0015
C -6.1642 3.3064 -0.9366 -0.0005
C -5.8626 2.3379 0.0068 0.0000
C -4.5563 1.9025 0.1681 0.0018
C -1.4654 3.8288 0.2072 0.0100
C -2.2011 4.3695 1.2597 0.0047
C -2.0047 5.6781 1.6497 -0.0002
C -1.0687 6.4649 0.9952 0.0041
C -0.3372 5.9307 -0.0522 0.0003
C -0.5293 4.6169 -0.4432 0.0048
H -2.0042 1.9926 -2.5433 0.0001
H 0.0939 3.7355 -3.5773 0.0003
H 1.9459 5.0199 -4.5699 0.0002
H 4.2438 4.1534 -4.4687 0.0000
H 4.7109 2.0070 -3.3359 0.0000
H 2.8515 0.7526 -2.2609 0.0008
H -1.9674 1.7148 -4.3591 0.0003
H -2.1916 0.8767 -6.6201 0.0001
H -0.6558 -0.8487 -7.4877 0.0002
H 1.0798 -1.7995 -6.0026 -0.0001
H 1.3142 -0.9642 -3.6992 0.0026
H -3.0685 3.8633 -2.1537 0.0006
H -5.3928 4.5785 -2.4831 0.0002
H -7.1755 3.6662 -1.0416 0.0000
H -6.6469 1.9344 0.6283 0.0000
H -4.3087 1.1464 0.9013 0.0009
H -2.9507 3.7632 1.7550 0.0005
H -2.5923 6.0882 2.4579 -0.0001
H -0.9169 7.4897 1.3040 0.0003
H 0.3788 6.5433 -0.5808 0.0000
H 0.0356 4.2060 -1.2682 0.0004
S 1.7449 -1.8440 -1.4282 0.2222
C 1.6187 -3.5047 -0.9167 0.0249
C 0.4053 -4.1901 -0.9080 0.0144
C 0.3532 -5.4808 -0.4155 -0.0015
C 1.5026 -6.1063 0.0448 0.0150
C 2.7185 -5.4406 -0.0095 -0.0004
C 2.7810 -4.1526 -0.4976 0.0198
H -0.4854 -3.7003 -1.2758 0.0004
H -0.5948 -6.0018 -0.3853 -0.0004
H 1.4548 -7.1130 0.4339 0.0011
H 3.6212 -5.9240 0.3349 -0.0003
H 3.7197 -3.6219 -0.5525 0.0012
F -4.7539 -4.2194 0.3892 0.0061
C -3.7118 -3.3511 0.2977 0.0188
C -2.5591 -3.6011 1.0186 0.0017
C -1.5156 -2.6918 0.9372 0.0440
C -1.5867 -1.5345 0.1526 0.1348
C -2.7669 -1.3475 -0.5756 0.0482
C -3.8305 -2.2356 -0.5103 0.0021
H -2.4854 -4.4912 1.6274 0.0002
H -0.6144 -2.9120 1.4988 0.0045
H -2.8742 -0.4766 -1.2216 0.0052
H -4.7424 -2.0705 -1.0684 0.0002
```


(3)
Molecular formula: C46H45IN4OPTc
Method: DFT, ωB97M-V with the def2-TZVPD basis set

The max |F| is 0.0337 Eh/bohr. For the lowest unoccupied orbital energy (alpha / beta), the calculation gives -0.1481 / -0.1318 Ha. Its expectation value of S² is 1.1030. Its spin multiplicity is 2. The energy above the lowest of the compared OMol25 structures with the same formula, charge and spin comes out at 0.98 kcal/mol. As for the total charge: +1. The HOMO-LUMO gap (alpha / beta) is 5.593 / 6.041 eV.

Structure (XYZ):
```
99
Properties=species:S:1:pos:R:3:lowdin_spin:R:1
Tc 0.1437 0.0697 1.5970 0.8914
C 2.7309 -2.0347 3.0875 0.0012
C 1.5802 -3.0225 3.3473 -0.0007
C 0.1226 -2.5365 3.0974 0.0002
N 0.0114 -1.0918 3.2606 -0.0042
C 0.1054 -0.4852 4.4233 0.0047
C 0.1652 -1.1603 5.6669 0.0170
C 0.6318 -0.7012 6.8692 0.0001
C 1.1545 0.5609 7.1841 0.0204
C 1.0618 1.7031 6.4299 0.0013
C 0.4379 1.8980 5.1916 0.0234
C -0.0201 0.9641 4.2779 0.0032
N -0.5395 1.2971 3.0597 0.0164
C -1.2467 2.5690 2.9049 -0.0033
C -0.6076 3.5145 1.8989 -0.0009
C -0.4955 2.8142 0.5466 0.0020
N 0.5243 1.7788 0.6008 -0.0080
C 1.8071 2.0788 0.3385 0.0281
C 2.2366 3.3851 0.0703 -0.0535
C 3.4759 3.8776 -0.3018 0.0112
C 4.6606 3.2026 -0.5309 -0.0585
C 4.8812 1.8414 -0.3740 0.0127
C 4.0176 0.8494 0.0432 -0.0531
C 2.6520 0.8918 0.3786 0.0258
N 1.9777 -0.2057 0.7353 -0.0160
C 2.5694 -1.5285 0.5487 0.0037
C 3.3913 -2.0842 1.7126 -0.0003
H 3.5136 -2.2550 3.8162 0.0001
H 2.4165 -1.0105 3.2948 0.0016
H 1.6324 -3.2871 4.4042 0.0001
H 1.7484 -3.9459 2.7913 -0.0001
H -0.5111 -3.0524 3.8249 -0.0004
H -1.6287 -2.7445 1.9230 0.0022
H -0.1584 -2.1937 5.6422 0.0013
H 0.6463 -1.4251 7.6759 -0.0004
H 1.6403 0.6569 8.1469 0.0010
H 1.4929 2.5964 6.8666 -0.0004
H 0.4013 2.9264 4.8525 0.0010
H -1.3513 3.0622 3.8707 -0.0016
H -2.2554 2.3335 2.5527 0.0019
H 0.3880 3.8062 2.2467 0.0000
H -1.2174 4.4150 1.8107 -0.0002
H -0.3025 3.5237 -0.2581 0.0009
H -1.4436 2.3254 0.3164 -0.0007
H 1.4742 4.1455 0.1580 -0.0028
H 3.5163 4.9521 -0.4395 0.0019
H 5.5045 3.7991 -0.8530 -0.0032
H 5.8887 1.5074 -0.5937 0.0020
H 4.4759 -0.1252 0.1336 -0.0032
H 3.1966 -1.5258 -0.3458 -0.0002
H 1.7334 -2.1885 0.3439 0.0003
H 4.3332 -1.5328 1.7912 -0.0001
H 3.6386 -3.1197 1.4649 0.0001
I -3.3585 -0.1148 0.2683 -0.0011
C -4.4760 -0.2150 -1.5437 -0.0007
C -5.8162 -0.2652 -1.2713 -0.0002
C -6.7728 -0.3739 -2.2920 -0.0001
C -6.3528 -0.4309 -3.5810 0.0000
C -4.9764 -0.3747 -3.9031 0.0000
C -4.6249 -0.4313 -5.2677 0.0000
C -3.3221 -0.3894 -5.6563 0.0001
C -2.3300 -0.2837 -4.6778 0.0003
C -2.6051 -0.2089 -3.3273 0.0014
P -1.0672 -0.0149 -2.2838 0.0037
C -0.2489 -1.5653 -2.8377 -0.0001
C -0.9826 -2.7146 -2.5229 0.0002
C -0.4880 -3.9767 -2.7998 0.0001
C 0.7664 -4.1202 -3.3797 0.0000
C 1.5092 -2.9916 -3.6813 0.0001
C 1.0079 -1.7226 -3.4115 0.0001
C -0.3633 1.4297 -3.1832 -0.0001
C -1.2418 2.4765 -3.4874 0.0001
C -0.7850 3.6467 -4.0709 0.0000
C 0.5640 3.7994 -4.3670 0.0001
C 1.4506 2.7905 -4.0328 -0.0001
C 0.9951 1.6279 -3.4232 0.0001
C -3.9648 -0.2608 -2.8830 0.0000
H -6.1518 -0.2311 -0.2442 -0.0001
H -7.8238 -0.4180 -2.0407 0.0000
H -7.0631 -0.5209 -4.3936 0.0000
H -5.4227 -0.5136 -5.9956 0.0000
H -3.0483 -0.4296 -6.7026 0.0000
H -1.2981 -0.2407 -5.0016 0.0000
H -1.9628 -2.6109 -2.0677 0.0001
H -1.0816 -4.8514 -2.5650 0.0000
H 1.1570 -5.1053 -3.5991 0.0000
H 2.4863 -3.0942 -4.1368 0.0000
H 1.6034 -0.8668 -3.6896 0.0000
H -2.2992 2.3703 -3.2752 0.0000
H -1.4866 4.4395 -4.2988 0.0000
H 0.9181 4.7009 -4.8506 0.0000
H 2.5088 2.9071 -4.2332 0.0000
H 1.7128 0.8752 -3.1314 0.0000
C -0.2241 -4.0945 1.0672 0.0003
C -0.5466 -2.7632 1.7240 0.0080
O -0.2473 -1.6874 0.8643 0.1225
H -0.4646 -4.9182 1.7410 0.0001
H 0.8285 -4.1521 0.7862 -0.0001
H -0.8135 -4.2008 0.1578 0.0000
```


(4)
Molecular formula: C46H46BaClN7O5S2
Method: DFT, ωB97M-V with the def2-TZVPD basis set

The max |F| is 0.0120 Eh/bohr. For the lowest unoccupied orbital energy, the calculation gives -0.0001 Ha. The energy above the lowest of the compared OMol25 structures with the same formula, charge and spin comes out at 8.65 kcal/mol. The HOMO-LUMO gap is 7.642 eV.

Structure (XYZ):
```
108
Properties=species:S:1:pos:R:3:lowdin_charge:R:1
Ba -0.7505 -0.2956 -0.0766 1.8666
C 2.1456 -1.6741 2.5241 -0.1731
C 1.1010 -2.6800 2.0344 -0.1121
C 1.4034 -3.1449 0.6303 -0.2965
C 1.8180 -4.4454 0.3643 -0.0049
C 2.1163 -4.8158 -0.9358 -0.0655
C 1.9906 -3.8852 -1.9537 -0.0459
C 1.6127 -2.6040 -1.5966 -0.1320
N 1.3457 -2.2387 -0.3473 -0.0056
N 1.9226 -0.3156 1.9876 -0.1637
C 3.1457 0.2378 1.4230 -0.1303
C 2.9595 1.3621 0.4317 -0.2839
C 3.6050 2.5778 0.6237 -0.0297
C 3.4786 3.5685 -0.3345 -0.0622
C 2.7173 3.3054 -1.4595 -0.0579
C 2.1024 2.0658 -1.5596 -0.1407
N 2.2045 1.1140 -0.6383 0.1057
C 1.3328 0.5213 3.0311 -0.1411
C 1.0328 1.9350 2.5987 -0.2674
C 1.4479 3.0123 3.3727 -0.0177
C 1.1611 4.2979 2.9501 -0.0574
C 0.4736 4.4716 1.7610 -0.0520
C 0.0870 3.3401 1.0607 -0.1406
N 0.3510 2.1055 1.4670 0.0682
H 3.1411 -2.0157 2.2340 0.1214
H 2.1375 -1.6452 3.6199 0.1196
H 0.1282 -2.1921 2.1417 0.0798
H 1.0911 -3.5681 2.6680 0.1193
H 1.8879 -5.1656 1.1694 0.1153
H 2.4277 -5.8282 -1.1561 0.0918
H 2.1743 -4.1479 -2.9851 0.1090
H 1.5171 -1.8227 -2.3424 0.1106
H 3.6383 -0.5676 0.8747 0.1269
H 3.8434 0.5750 2.2093 0.1301
H 4.1917 2.7417 1.5177 0.1138
H 3.9684 4.5246 -0.2043 0.1088
H 2.5967 4.0377 -2.2454 0.1029
H 1.4890 1.8207 -2.4144 0.0688
H 1.9914 0.5667 3.9145 0.1235
H 0.3933 0.0538 3.3406 0.1115
H 1.9953 2.8401 4.2895 0.1138
H 1.4766 5.1513 3.5363 0.1090
H 0.2375 5.4565 1.3851 0.1044
H -0.4615 3.4191 0.1294 0.0965
O -0.5997 1.0015 -2.6362 -0.6507
S -0.9767 1.8616 -3.8042 0.9906
C -2.2622 3.0065 -3.2318 -0.3158
C -3.5780 2.3733 -2.8124 -0.2262
C -4.4637 3.3368 -2.0153 -0.2087
C -3.9345 3.8168 -0.6677 -0.3132
S -3.5305 2.5195 0.5480 0.9984
O -2.4824 1.6900 -0.1264 -0.7348
C -5.0547 1.6010 0.4568 -0.3931
C -6.1869 2.1461 1.0488 -0.0926
C -7.3775 1.4433 0.9812 -0.0741
C -7.4166 0.2037 0.3515 -0.0617
C -6.2706 -0.3408 -0.2054 -0.0629
C -5.0720 0.3603 -0.1570 -0.0654
C -2.0020 0.8489 -4.8694 -0.3898
C -2.3163 1.2993 -6.1434 -0.0928
C -3.1220 0.5108 -6.9494 -0.0806
C -3.5847 -0.7143 -6.4837 -0.0698
C -3.2459 -1.1561 -5.2130 -0.0531
C -2.4452 -0.3722 -4.3920 -0.0582
H -2.3842 3.7248 -4.0467 0.0986
H -1.7662 3.5196 -2.4041 0.0791
H -3.3808 1.4689 -2.2416 0.0880
H -4.1291 2.0731 -3.7053 0.1223
H -5.4363 2.8670 -1.8580 0.1128
H -4.6511 4.2298 -2.6231 0.1205
H -4.6623 4.4611 -0.1718 0.0907
H -3.0050 4.3838 -0.7538 0.0794
H -6.1352 3.0975 1.5640 0.1086
H -8.2694 1.8512 1.4374 0.1044
H -8.3431 -0.3532 0.3219 0.1070
H -6.2859 -1.3294 -0.6408 0.0924
H -4.1666 -0.0703 -0.5656 0.0856
H -1.9360 2.2470 -6.5046 0.1085
H -3.3797 0.8466 -7.9444 0.1036
H -4.2074 -1.3283 -7.1202 0.1052
H -3.5974 -2.1099 -4.8431 0.1071
H -2.1933 -0.7115 -3.3940 0.0770
C -1.4673 -4.4600 -5.3531 -0.0284
C -1.0333 -5.2376 -4.1467 -0.1935
C 0.0055 -6.1489 -4.2042 -0.0788
C 0.3863 -6.8518 -3.0711 -0.6863
Cl 1.7200 -7.9755 -3.1641 0.6398
C -0.2536 -6.6490 -1.8686 -0.1250
C -1.2809 -5.7186 -1.7826 0.0101
C -1.6862 -5.0317 -2.9215 -0.2188
O -2.7041 -4.1302 -2.9570 -0.0339
C -3.3391 -3.7764 -1.7167 -0.0975
C -2.4660 -2.7244 -1.0430 -0.6910
O -1.7105 -3.0471 -0.1101 -0.0840
O -2.5312 -1.5545 -1.5414 -0.2535
H -0.8434 -4.7000 -6.2131 0.0787
H -1.4077 -3.3883 -5.1620 0.0706
H -2.5063 -4.6808 -5.6015 0.0886
H 0.5248 -6.3160 -5.1384 0.1097
H 0.0585 -7.1934 -0.9888 0.1093
H -1.7261 -5.5040 -0.8248 0.1087
H -3.5070 -4.6402 -1.0825 0.1117
H -4.2932 -3.3306 -1.9842 0.1188
N -2.0177 -0.5471 2.3430 -0.0258
C -3.0212 -1.1408 2.4154 -0.4196
N -4.1500 -1.7492 2.5876 0.0727
C -4.5951 -2.4602 1.5673 -0.3910
N -5.0718 -3.0886 0.7164 0.1354
```


Number 1: E_tot -96971.310 eV. Number 2: E_tot -84632.515 eV. Number 3: E_tot -76021.684 eV. Number 4: E_tot -104007.168 eV.